Record 1
Entry from OMol25: a structure of composition C23H23BrN4O3TcTe4 (the ωB97M-V functional and the def2-TZVPD basis).

LUMO (alpha / beta) ... 4.1 / 4.1 eV
Energy ... -5062.02015 a.u.
Frontier orbital gap (alpha / beta) ... 4.9 / 4.6 eV

Structure (ORCA input):
```
! RIJCOSX wB97M-V def2-TZVPD def2/J DEFGRID3
* xyz -2 2
Tc -1.2130 0.0793 -0.4043
O 0.3540 -2.9543 -2.8469
C -0.2660 -2.2096 -2.0623
N -0.1170 -0.9118 -1.8430
C 0.9932 -0.2334 -2.4683
C 0.5155 1.0644 -3.0419
C 0.4755 1.2632 -4.4187
C -0.0029 2.4426 -4.9558
C -0.5454 3.3946 -4.1097
C -0.5513 3.1363 -2.7569
N 0.0929 2.0694 -2.2251
C -1.3551 -2.7441 -1.1697
C -1.7107 -4.0810 -1.2017
C -2.6481 -4.5511 -0.2981
C -3.1922 -3.6602 0.6162
C -2.8004 -2.3343 0.5877
N -1.9081 -1.8736 -0.2994
H 1.4217 -0.8360 -3.2718
H 1.7589 -0.0495 -1.7066
H 0.8135 0.4508 -5.0461
H -0.0001 2.5921 -6.0286
H -1.0417 4.2822 -4.4734
H -1.0268 3.7732 -2.0331
H -1.2179 -4.7082 -1.9318
H -2.9378 -5.5951 -0.2938
H -3.9209 -3.9746 1.3513
H -3.2004 -1.5941 1.2701
Te -3.0574 1.7019 0.8229
Te -3.5804 1.6902 3.4826
Te -5.1215 0.5243 -0.5995
Te -2.9948 0.6804 -2.3315
Br -0.4883 -1.9501 6.5684
C 0.7354 -2.1085 5.1186
C 1.9243 -2.7920 5.3206
C 2.8164 -2.9014 4.2632
C 2.5177 -2.3317 3.0340
C 1.3211 -1.6545 2.8464
C 0.4151 -1.5387 3.8988
C 1.0032 -1.0236 1.4849
O 1.8940 -1.0122 0.6295
O -0.1699 -0.5541 1.4178
H 2.1432 -3.2289 6.2859
H 3.7511 -3.4315 4.4055
H 3.1949 -2.3943 2.1916
H -0.5131 -1.0042 3.7370
C 0.8777 4.2177 -0.3527
C 0.9625 2.7027 -0.0881
C 2.3998 2.2465 -0.3697
C 0.6418 2.4930 1.3864
N -0.0004 1.8756 -0.8448
H 1.5415 4.7389 0.3414
H -0.1376 4.5824 -0.1807
H 1.1928 4.4932 -1.3633
H 3.1209 2.8493 0.1912
H 2.6407 2.3487 -1.4341
H 2.5118 1.2003 -0.0796
H 1.3617 3.0496 1.9935
H 0.6863 1.4413 1.6568
H -0.3599 2.8524 1.6288
*
```

***

Record 2
Entry from OMol25: an isolated molecule of C3H3NO2S2 in a non-equilibrium geometry (the ωB97M-V functional and the def2-TZVPD basis).

LUMO ... 0.3 eV
Energy ... -1117.60913 a.u.
Frontier orbital gap ... 9.3 eV

Structure (ORCA input):
```
! RIJCOSX wB97M-V def2-TZVPD def2/J DEFGRID3
* xyz 0 1
O -0.4630 -1.1824 -2.0011
C -0.3734 -0.4918 -0.9696
O -1.4045 0.1004 -0.3414
N -0.7980 0.9471 0.5751
S -1.5958 1.2504 1.9937
C 0.5511 0.6305 0.6461
C 0.9624 -0.2316 -0.2855
S 2.2900 -1.2576 -0.9360
H -1.8741 -0.0363 2.3145
H 1.1520 1.3230 1.3158
H 1.5533 -1.0518 -2.3116
*
```

***

Record 3
Entry from OMol25: a cluster of 2 separate species, C4H8OSSi in total in a non-equilibrium geometry (the ωB97M-V functional and the def2-TZVPD basis).

LUMO ... -0.2 eV
Energy ... -920.07737 a.u.
Frontier orbital gap ... 7.8 eV

Structure (ORCA input):
```
! RIJCOSX wB97M-V def2-TZVPD def2/J DEFGRID3
* xyz 0 1
C 0.8533 -0.5992 -0.9150
Si 0.5632 -0.0367 0.8228
C 2.0485 0.9248 1.5049
O -0.8642 0.1474 1.1945
H 1.7822 -0.2880 -1.4168
H 0.8842 -1.6860 -0.9025
H 0.0357 -0.2835 -1.5752
H 2.9894 0.4159 1.6784
H 2.2511 1.5748 0.6892
H 1.8216 1.4654 2.4783
C -3.7133 0.5000 0.8119
C -3.3719 -0.0599 -0.3350
S -3.0389 -0.5716 -1.7687
H -2.8262 0.6478 1.3137
H -4.6883 0.6166 1.2321
*
```

***

Record 4
Entry from OMol25: a structure of composition C10H4Br4N2O2 in a non-equilibrium geometry (the ωB97M-V functional and the def2-TZVPD basis).

LUMO ... -1.6 eV
Energy ... -10939.45444 a.u.
Frontier orbital gap ... 6.7 eV

Structure (ORCA input):
```
! RIJCOSX wB97M-V def2-TZVPD def2/J DEFGRID3
* xyz 0 1
O 1.2926 2.4264 -1.6136
Br -0.9274 1.8645 -3.6000
Br -2.1490 -0.9870 -2.8516
Br 1.3965 -0.6249 4.6135
Br 3.7853 1.4231 3.4131
N -1.6811 -1.5615 0.1683
O -0.5998 -1.4024 2.6835
C 0.7015 1.5291 -1.0928
C -0.8533 -0.5941 -0.1115
C -0.3298 0.9120 -1.9197
C -1.0127 -0.1337 -1.4630
C 1.3952 0.0456 2.8951
C 2.1197 1.0482 2.4870
C 0.2842 -0.4112 2.1134
C 0.2130 0.0189 0.7614
C 0.9840 1.1278 0.3195
C 1.9829 1.6347 1.1864
N 2.7788 2.5814 0.7592
H -2.3997 -1.7550 -0.4139
H -1.1490 -1.7079 2.0169
H 2.5594 2.9986 -0.2095
H 3.2505 3.2092 1.5003
*
```

***

Record 5
Entry from OMol25: a cluster of 2 separate species, C7H6ClIN2O3 in total in a non-equilibrium geometry (the ωB97M-V functional and the def2-TZVPD basis).

LUMO ... -0.7 eV
Energy ... -1363.22330 a.u.
Frontier orbital gap ... 8.6 eV

Structure (ORCA input):
```
! RIJCOSX wB97M-V def2-TZVPD def2/J DEFGRID3
* xyz 0 1
Cl -0.1117 4.0341 -0.0475
O -0.2591 2.3828 -0.4516
C 0.7203 1.5240 -0.1911
C 1.8846 1.9985 0.3705
C 2.9385 1.0076 0.7260
C 2.7057 -0.3217 0.5126
C 1.4709 -0.7370 -0.0779
C 0.4480 0.2018 -0.3733
C -0.7446 -0.3787 -0.9391
N -1.9797 -0.2385 -0.7779
I -2.8378 1.0271 0.7338
H 1.9512 3.0971 0.7418
H 3.8478 1.4468 1.0896
H 3.3351 -1.0916 0.8624
H 1.1835 -1.7653 -0.3981
H -0.5712 -1.3572 -1.5180
O -4.6764 -2.1269 -0.2240
N -4.1806 -3.1505 0.0812
O -2.8179 -3.2273 0.0840
H -2.3066 -2.3251 -0.2035
*
```

***

Record 6
Entry from OMol25: a cluster of 3 separate species, C27H36N2O4 in total in a non-equilibrium geometry (the ωB97M-V functional and the def2-TZVPD basis).

LUMO ... -1.4 eV
Energy ... -1459.96875 a.u.
Frontier orbital gap ... 7.2 eV

Structure (ORCA input):
```
! RIJCOSX wB97M-V def2-TZVPD def2/J DEFGRID3
* xyz 0 1
C 1.4236 -2.0648 2.9616
C 2.0595 -2.1961 1.6902
C 3.1055 -2.3450 0.3941
C 3.8046 -0.9121 -0.0265
C 2.9056 -0.0571 -1.1465
C 1.6003 0.5170 -0.3373
C 1.7948 1.6154 0.9056
C 0.5208 2.2298 1.7796
C -1.0546 1.7633 1.4858
C -1.2547 0.6621 0.2768
C 0.0248 0.0622 -0.6178
C -0.3002 -1.0664 -1.8086
O 0.2497 -1.0453 -3.0265
C -1.4298 -2.2167 -1.3639
C -1.2735 -3.8166 -1.7307
C -2.4428 -4.8360 -1.2003
C -3.7440 -4.2314 -0.3618
C -3.9089 -2.6121 0.0153
C -2.7188 -1.6030 -0.4925
C -2.7468 0.0315 -0.1394
O -3.8694 0.7712 -0.2192
H 0.7970 -1.8278 3.9459
H 2.4741 -2.8374 -0.4691
H 3.9324 -3.1477 0.6903
H 4.8157 -1.1764 -0.5705
H 3.9296 -0.2223 0.9137
H 2.6379 -0.8614 -1.9865
H 3.5435 0.7687 -1.7002
H 2.8868 1.9647 1.1929
H 0.7129 3.0206 2.6412
H -1.9784 2.1764 2.1156
H -0.3008 -4.1402 -2.3330
H -2.3324 -5.9802 -1.4230
H -4.5485 -5.0240 0.0009
H -4.8500 -2.2187 0.6290
C -4.2422 3.7363 6.0048
O -3.4829 2.8216 6.7812
C -4.0079 1.4910 6.8070
C -3.6396 0.6366 5.5724
C -4.4493 0.9836 4.3258
N -2.2069 0.7369 5.2561
H -5.3147 3.5269 6.0495
H -3.8922 3.7265 4.9710
H -4.0696 4.7417 6.3996
H -3.5630 1.0164 7.6917
H -5.0913 1.5048 6.9792
H -3.8629 -0.4085 5.8201
H -4.1131 1.9078 3.8481
H -4.3541 0.1875 3.5765
H -5.5127 1.0880 4.5640
H -1.6716 0.4058 6.0595
H -1.9764 1.7335 5.2065
C 3.2643 -1.2908 -6.2709
O 4.4297 -0.4949 -6.4264
C 4.1703 0.8831 -6.7104
C 3.8399 1.7389 -5.4660
C 2.4222 1.5303 -4.9401
N 4.7959 1.4950 -4.3755
H 2.4513 -0.9674 -6.9271
H 2.9428 -1.2797 -5.2279
H 3.5221 -2.3235 -6.5232
H 5.0975 1.2720 -7.1519
H 3.3983 0.9810 -7.4837
H 3.9210 2.7918 -5.7629
H 2.3109 0.5940 -4.3867
H 2.1493 2.3395 -4.2508
H 1.6948 1.5336 -5.7582
H 5.7324 1.7346 -4.7029
H 4.8417 0.4818 -4.2334
*
```

***

Record 7
Entry from OMol25: a cluster of 2 separate species, C11H13NO2S in total in a non-equilibrium geometry (the ωB97M-V functional and the def2-TZVPD basis).

LUMO ... 0.6 eV
Energy ... -1030.26581 a.u.
Frontier orbital gap ... 9.0 eV

Structure (ORCA input):
```
! RIJCOSX wB97M-V def2-TZVPD def2/J DEFGRID3
* xyz 0 1
C 4.7404 -0.4800 -2.2546
C 4.5906 0.7185 -1.5017
C 3.5130 -1.0169 -2.3861
C 3.1762 0.8710 -1.2300
C -1.6897 1.2700 -0.1608
C -2.3073 0.0705 -0.3475
C -1.5688 1.7723 1.1076
C -2.8674 -0.6283 0.7183
C -2.1452 1.0475 2.1910
C -2.8230 -0.1599 2.0141
C -3.5194 -0.8213 3.1590
N 2.6125 -0.2195 -1.7262
O 0.5253 -0.8361 -3.1710
O 0.5032 -1.4753 -0.6880
S 0.7696 -0.3842 -1.8642
H 5.7155 -0.9126 -2.5346
H 5.2371 1.5737 -1.2017
H 3.0649 -1.9876 -2.5267
H 2.5473 1.6830 -0.7214
H -1.0561 1.5941 -0.9710
H -2.3839 -0.2389 -1.4753
H -1.0507 2.7277 1.2787
H -3.6163 -1.3553 0.6117
H 1.1407 -1.4728 0.0226
H -2.2257 1.4868 3.2067
H -3.0232 -1.6726 3.4397
H -4.5594 -0.9523 3.0884
H -3.3004 -0.2013 3.9229
*
```

***

Record 8
Entry from OMol25: a cluster of 2 separate species, C11H15N in total in a non-equilibrium geometry (the ωB97M-V functional and the def2-TZVPD basis).

LUMO ... 0.9 eV
Energy ... -482.83783 a.u.
Frontier orbital gap ... 8.8 eV

Structure (ORCA input):
```
! RIJCOSX wB97M-V def2-TZVPD def2/J DEFGRID3
* xyz 0 1
C 0.0951 2.9034 0.5717
C 0.6705 1.6111 0.4108
C 1.6799 1.5141 -0.5010
N 2.0435 0.1537 -0.5865
C 1.1774 -0.5802 0.1665
C 1.1422 -1.9772 0.5378
C 0.3112 -2.4258 1.5438
C -0.5660 -1.5080 2.2142
C -0.5514 -0.1529 1.8355
C 0.3139 0.2673 0.8364
H -0.5750 3.1338 -0.2194
H 0.7710 3.8078 0.6737
H -0.6168 2.9187 1.5350
H 2.2926 2.2662 -0.8836
H 2.4866 -0.0865 -1.4196
H 1.7677 -2.6409 0.0821
H 0.2582 -3.3953 1.9566
H -1.2513 -1.7317 3.1297
H -1.4529 0.5418 2.0663
C -2.9363 -0.6435 -3.0887
C -1.8852 0.2237 -2.2328
H -3.2606 -0.1535 -4.0640
H -2.5583 -1.5296 -3.6397
H -3.9302 -0.9057 -2.6534
H -0.9846 -0.3389 -2.0064
H -2.4130 0.6445 -1.3466
H -1.5456 1.0016 -2.8711
*
```

***

Record 9
Entry from OMol25: a structure of composition C43H25ClN9O8SeTa in a non-equilibrium geometry (the ωB97M-V functional and the def2-TZVPD basis).

LUMO ... -7.4 eV
Energy ... -5666.64073 a.u.
Frontier orbital gap ... 6.5 eV

Structure (ORCA input):
```
! RIJCOSX wB97M-V def2-TZVPD def2/J DEFGRID3
* xyz 2 1
Ta -0.2243 0.5058 -0.5625
O -1.9157 5.5142 -3.7603
C -0.7103 5.7139 -3.2960
O -0.0583 6.6954 -3.5080
C -0.0939 4.6374 -2.4194
C 1.1884 4.7760 -1.9003
N 1.4498 3.6969 -1.1553
N 0.4119 2.8472 -1.1574
C -0.5349 3.3945 -1.9258
C -1.8232 2.6366 -2.1324
O -2.7107 3.1125 -2.8085
O -1.8659 1.5140 -1.5198
H -2.3458 4.6531 -3.5350
H 1.8733 5.5883 -2.0523
H 2.3065 3.4775 -0.6616
C 0.1093 0.5430 3.9586
C 1.1459 1.4397 4.1533
C 1.9524 1.7748 3.0867
C 1.7036 1.2599 1.8108
C 0.5414 0.4892 1.5435
C -0.1916 0.1114 2.6766
C 2.7360 1.3232 0.7675
C 4.0594 1.6922 1.0984
C 5.0899 1.3721 0.2606
C 4.8171 0.7273 -0.9575
C 5.8281 0.2285 -1.8034
C 5.5083 -0.3741 -2.9901
C 4.1707 -0.4124 -3.4157
C 3.1724 0.0767 -2.6148
C 3.4439 0.5735 -1.3284
N 2.4422 0.8480 -0.4446
H -0.4660 0.1927 4.8005
H 1.3528 1.8382 5.1320
H 2.7820 2.4384 3.2626
H -1.0238 -0.5702 2.5593
H 4.2713 2.1697 2.0369
H 6.1121 1.5859 0.5313
H 6.8538 0.3084 -1.4756
H 6.2747 -0.7950 -3.6204
H 3.9174 -0.8438 -4.3719
H 2.1621 0.0731 -2.9725
Se -7.4728 0.5191 3.3326
N -6.5053 -0.7059 2.5590
C -5.3775 -0.1712 2.1226
C -4.3702 -0.8635 1.3766
C -4.5429 -2.2031 1.0141
C -3.5961 -2.7924 0.2097
C -2.4916 -2.0411 -0.1791
N -2.2771 -0.7913 0.2055
C -3.2064 -0.1665 0.9598
C -3.0291 1.2303 1.3327
N -1.8736 1.8521 1.0328
C -1.7438 3.1373 1.3208
C -2.7535 3.9160 1.8815
C -3.9355 3.3029 2.2228
C -4.0665 1.9280 1.9951
C -5.2433 1.2200 2.3971
N -6.2708 1.7514 3.0333
H -5.4168 -2.7287 1.3661
H -3.6895 -3.8116 -0.1234
H -1.7511 -2.4798 -0.8288
H -0.7802 3.5756 1.1028
H -2.5980 4.9695 2.0433
H -4.7668 3.8401 2.6525
O 1.4533 -5.0264 -4.6472
C 1.8338 -3.8929 -4.0825
O 2.6636 -3.1705 -4.5458
C 1.1966 -3.5643 -2.7589
C 1.1209 -4.3346 -1.5992
Cl 1.5500 -5.9531 -1.3216
N 0.6451 -3.5382 -0.6089
N 0.4214 -2.3027 -1.0574
C 0.7356 -2.3009 -2.3532
C 0.3791 -1.0835 -3.1312
O 0.3207 -1.0209 -4.3227
O 0.0772 -0.1087 -2.2914
C 0.3615 -3.8958 0.7285
C 0.8916 -3.1283 1.7547
C 0.6650 -3.5217 3.0601
C -0.0970 -4.6473 3.3314
C -0.6654 -5.3778 2.3009
C -0.4345 -5.0044 0.9892
H 0.7471 -5.4999 -4.1897
H 1.4714 -2.2466 1.5213
H 1.0998 -2.9538 3.8657
H -0.2505 -4.9509 4.3520
H -1.2746 -6.2411 2.5190
H -0.8656 -5.5565 0.1684
*
```

***

Record 10
Entry from OMol25: an isolated molecule of C3HCl2F2N in a non-equilibrium geometry (the ωB97M-V functional and the def2-TZVPD basis).

LUMO (alpha / beta) ... 0.5 / -5.1 eV
Energy ... -1289.51275 a.u.
Frontier orbital gap (alpha / beta) ... 6.5 / 6.9 eV

Structure (ORCA input):
```
! RIJCOSX wB97M-V def2-TZVPD def2/J DEFGRID3
* xyz 0 3
C -2.6118 0.6169 -0.3946
C 0.0701 0.5310 -0.3800
C -1.5764 -0.3392 -0.2894
N -3.5071 1.3370 -0.3513
F -1.5421 -1.2070 -1.2976
F -1.6694 -1.0942 0.8748
Cl 0.1780 1.6090 1.0402
Cl 0.0010 1.4467 -1.8052
H 1.0388 0.0148 -0.4505
*
```

***

Record 11
Entry from OMol25: a structure of composition C17H16N2O5PdS in a non-equilibrium geometry (the ωB97M-V functional and the def2-TZVPD basis).

LUMO ... -1.0 eV
Energy ... -1669.24079 a.u.
Frontier orbital gap ... 7.7 eV

Structure (ORCA input):
```
! RIJCOSX wB97M-V def2-TZVPD def2/J DEFGRID3
* xyz 0 1
Pd -0.2788 0.5880 0.9210
N -1.3196 -0.9787 -0.0459
C -2.1316 -1.6738 0.9217
C -3.0509 -2.6307 0.6110
C -3.7640 -3.2903 1.6387
C -3.5392 -2.9987 2.9508
C -2.5973 -2.0022 3.3055
C -2.3001 -1.6149 4.6337
C -1.3973 -0.6177 4.8622
C -0.7827 0.0282 3.7706
N -1.0389 -0.3280 2.5359
C -1.9160 -1.3330 2.2761
H -0.5763 -1.5971 -0.3836
H -1.8619 -0.6444 -0.8351
H -3.2280 -2.8969 -0.4233
H -4.4898 -4.0457 1.3724
H -4.0796 -3.5180 3.7314
H -2.7987 -2.1131 5.4550
H -1.1526 -0.2982 5.8639
H -0.0974 0.8584 3.8987
O 0.5215 4.1792 0.3712
S 1.0199 2.8706 0.6541
O 0.2533 2.2280 1.8502
O 2.4492 2.7695 0.9680
O 0.6007 1.8426 -0.3932
C 2.4904 -4.0424 -0.5448
C 2.2755 -2.6373 -0.0340
O 1.1463 -2.1786 0.0601
C 3.4600 -1.8293 0.3479
C 3.3309 -0.4456 0.4845
C 4.4197 0.3244 0.8600
C 5.6426 -0.2848 1.1069
C 5.7809 -1.6594 0.9706
C 4.6977 -2.4279 0.5852
H 1.5619 -4.4240 -0.9605
H 2.7950 -4.6903 0.2797
H 3.2794 -4.0717 -1.2945
H 2.3766 0.0321 0.2800
H 4.2818 1.3906 0.9590
H 6.4941 0.3120 1.4043
H 6.7348 -2.1300 1.1647
H 4.8139 -3.4977 0.4807
*
```

***

Record 12
Entry from OMol25: a structure of composition C13H23BCrN6OSi in a non-equilibrium geometry (the ωB97M-V functional and the def2-TZVPD basis).

LUMO (alpha / beta) ... -7.3 / -11.9 eV
Energy ... -2271.20207 a.u.
Frontier orbital gap (alpha / beta) ... 7.1 / 2.6 eV

Structure (ORCA input):
```
! RIJCOSX wB97M-V def2-TZVPD def2/J DEFGRID3
* xyz 2 5
C -0.8293 -1.4743 1.8584
N -1.0215 -1.4941 0.5136
N -2.1379 -2.2761 0.2557
C -2.6890 -2.6642 1.4088
C -1.8883 -2.1953 2.4534
B -2.6573 -2.4888 -1.1897
N -2.8396 -1.0661 -1.7616
N -1.7750 -0.1676 -1.6840
C -2.2031 1.0160 -2.1853
C -3.5702 0.8882 -2.4963
C -3.9303 -0.4208 -2.1908
Cr -0.0678 -0.8401 -1.0713
N -1.4716 -3.1315 -1.9456
N -0.2346 -2.4999 -1.9038
C 0.6527 -3.2683 -2.5887
C -0.0275 -4.3803 -3.0739
C -1.3573 -4.2546 -2.6544
H 1.6957 -2.9783 -2.6736
H -2.2291 -4.8769 -2.7938
H 0.3986 -5.1832 -3.6315
H -3.6454 -3.1441 -1.2357
H -4.8644 -0.9680 -2.2413
H -3.5997 -3.2532 1.3618
H -4.2156 1.6729 -2.8577
H -2.0520 -2.3639 3.4951
H -1.5221 1.8494 -2.2754
H 0.0048 -0.9584 2.3014
H 1.6958 0.0966 -2.7045
C 1.4351 0.3523 -1.6715
H 1.2084 1.4234 -1.5913
H 0.3844 2.6467 1.2834
H 2.2712 0.1149 -1.0027
C 2.0746 4.6157 1.6188
Si 2.4045 2.8169 2.0661
C 4.0637 2.2053 1.5030
C 2.2453 2.5386 3.9213
O 1.1049 1.9850 1.3959
H 2.7459 5.2959 2.1601
H 1.0445 4.9227 1.8602
H 2.2152 4.7886 0.5420
H 4.8482 2.8254 1.9624
H 4.2498 1.1659 1.8057
H 4.1777 2.2682 0.4145
H 1.2141 2.7228 4.2639
H 2.5171 1.5048 4.1891
H 2.9268 3.2390 4.4261
*
```

***

Record 13
Entry from OMol25: a cluster of 2 separate species, C3H5NO in total in a non-equilibrium geometry (the ωB97M-V functional and the def2-TZVPD basis).

LUMO ... 0.9 eV
Energy ... -247.24088 a.u.
Frontier orbital gap ... 11.2 eV

Structure (ORCA input):
```
! RIJCOSX wB97M-V def2-TZVPD def2/J DEFGRID3
* xyz 0 1
N 0.2060 -1.3412 1.6724
C -0.4297 -0.3658 1.9415
O -1.2309 0.3029 2.3815
H 0.8465 -1.5984 1.0165
C -0.4593 0.2033 -0.8920
C 0.6625 0.7451 -1.4361
H -0.5203 -0.8616 -0.8097
H -1.3064 0.9597 -0.4717
H 1.3754 0.1798 -1.7780
H 0.8563 1.7760 -1.6243
*
```